Entry 1:
11
Properties=species:S:1:pos:R:3:forces:R:3 method="wB97M-V/def2-TZVPD" relative_energy_ev=5.3793 e_lumo_ha="-0.2162 / -0.2162" total_charge=+1 e_homo_ev="-14.45 / -14.45"
C 2.0965 -0.2490 0.0498 -1.17 -0.02 -0.08
C -1.9138 -0.0795 0.0763 0.96 4.92 -1.23
N 0.8181 -0.6978 0.5167 2.20 -0.13 0.74
N 0.3453 0.3603 -0.2974 -1.40 -1.46 -0.63
N 1.7137 0.7581 -0.6385 -1.71 1.58 0.23
N -0.9317 0.8146 -0.1264 -0.06 -2.63 0.22
H 3.1320 -0.4633 0.0887 0.61 -1.08 0.60
H -1.8437 -1.0966 -0.2297 0.24 -0.64 0.45
H -2.8191 0.5382 0.1917 -0.04 -1.31 0.30
H 0.5582 -1.7060 0.5173 -0.20 1.13 -0.70
H -1.1555 1.8210 -0.1485 0.55 -0.35 0.11

=====

Entry 2:
156
Properties=species:S:1:pos:R:3:forces:R:3 method="wB97M-V/def2-TZVPD" e_lumo_ha=0.0110 e_homo_ev=-9.09
F 2.0744 -0.6770 11.8749 -0.17 -0.21 -0.15
C 0.9180 -1.2858 11.5043 0.23 -0.57 1.08
C 0.5251 -2.4525 12.2262 -0.81 1.82 -1.50
C -0.6731 -3.0127 11.7844 0.33 -0.65 0.13
C -1.4144 -2.4726 10.7428 -0.90 1.11 -0.39
C -1.0493 -1.2785 10.1557 1.33 0.25 0.28
C 0.1720 -0.6985 10.4991 -0.09 -0.67 -0.29
H 1.0238 -2.7867 13.1240 0.28 -0.07 -0.25
H -1.0033 -3.9306 12.2479 -0.16 -0.03 0.12
H -2.3796 -2.7822 10.3701 -0.03 -0.99 0.53
H -1.6280 -0.7481 9.4139 -0.28 -0.38 -0.13
H 0.5347 0.0863 9.8519 0.28 0.39 0.56
F 2.3914 1.8845 19.7647 0.46 -0.77 0.76
C 1.2446 2.5210 19.5691 -1.02 1.61 -0.60
C 0.4751 3.0427 20.6071 -0.26 -0.71 -0.39
C -0.7213 3.7475 20.2938 1.02 -0.69 -1.20
C -0.9766 4.0247 18.9552 0.40 -0.43 -0.14
C -0.0396 3.6673 17.9329 -2.01 1.09 0.80
C 0.9697 2.8362 18.2293 1.25 -0.67 0.54
H 0.7262 2.7331 21.6108 0.04 0.28 0.19
H -1.4525 4.0496 21.0289 0.18 -0.15 0.24
H -1.9730 4.3511 18.6965 0.17 0.71 -0.18
H -0.0734 4.0978 16.9430 -0.60 -0.30 -0.20
H 1.5820 2.4548 17.4256 0.41 0.02 0.18
F 16.8186 0.7850 17.7464 0.78 0.33 -0.29
C 17.7994 1.6715 17.4132 0.24 0.86 0.20
C 18.9667 1.2928 16.7784 -0.48 -0.85 0.19
C 19.9338 2.2165 16.4075 -1.45 1.19 0.56
C 19.6867 3.6169 16.6775 1.03 -2.36 0.03
C 18.5431 3.9586 17.3893 0.96 0.38 -0.52
C 17.6339 3.0016 17.7477 -1.60 -0.78 0.09
H 19.0886 0.2322 16.6145 0.24 -0.10 -0.24
H 20.7699 1.7426 15.9147 0.44 0.80 -0.09
H 20.4821 4.3114 16.4510 -0.23 0.28 -0.13
H 18.3510 4.9833 17.6713 0.06 0.10 -0.07
H 16.6934 3.2709 18.2054 0.00 0.15 0.27
F 8.7717 -3.3895 10.1475 0.19 -0.38 0.33
C 7.6495 -3.4937 9.4309 -0.82 1.43 -1.44
C 7.1646 -2.3205 8.8290 0.65 -0.40 0.75
C 6.0513 -2.3677 8.0255 -0.17 -0.53 0.14
C 5.3834 -3.5873 7.8167 0.04 1.10 0.06
C 5.8667 -4.7188 8.4377 0.27 -0.87 -0.67
C 7.0287 -4.6905 9.1725 1.23 0.39 1.39
H 7.6876 -1.3951 9.0202 0.03 0.10 -0.03
H 5.7207 -1.4395 7.5833 -0.22 -0.09 -0.17
H 4.5131 -3.5419 7.1788 -0.10 -0.49 0.03
H 5.5276 -5.7322 8.2813 -0.79 0.16 -0.26
H 7.5084 -5.5461 9.6244 -0.33 -0.42 -0.13
F 13.2923 4.5793 4.7891 -0.79 -0.08 0.08
C 11.9542 4.5504 5.0246 -1.29 -0.10 -0.91
C 11.0333 4.2477 3.9909 1.61 -0.54 0.36
C 9.6912 4.1357 4.2733 0.02 1.01 0.18
C 9.2043 4.5069 5.5220 0.17 0.08 -0.27
C 10.0856 4.9472 6.5111 -0.82 -0.74 -0.91
C 11.4524 4.8876 6.2595 0.38 0.55 0.87
H 11.4014 4.0109 3.0036 0.12 0.08 -0.09
H 8.9768 3.9867 3.4772 0.08 -0.42 -0.10
H 8.1264 4.4801 5.5847 -0.05 0.21 0.68
H 9.6751 5.3148 7.4400 0.29 -0.07 0.19
H 12.1146 5.1760 7.0625 0.28 0.02 -0.07
F 13.5611 9.3742 22.2666 -0.44 -1.12 0.81
C 12.9658 8.1790 22.6160 -0.01 0.02 -3.15
C 12.6979 7.8016 23.8782 0.32 0.07 1.74
C 12.0760 6.5852 24.1683 -0.26 -0.11 -0.45
C 11.6510 5.7280 23.1378 0.28 0.93 1.28
C 11.9330 6.1277 21.8540 0.27 -0.05 -0.13
C 12.6024 7.3146 21.5772 -0.18 -0.55 -0.30
H 13.0560 8.4352 24.6762 -0.17 0.07 0.21
H 11.9397 6.3837 25.2205 -0.18 -0.34 -0.02
H 11.1218 4.8025 23.3104 0.07 -0.02 0.24
H 11.6717 5.4463 21.0578 0.00 0.17 -0.29
H 12.8189 7.4044 20.5230 0.27 0.92 0.06
F 17.8267 -7.7406 10.6338 0.39 -0.05 -0.14
C 17.3936 -7.4883 11.8718 -1.53 1.92 0.59
C 17.3833 -8.4657 12.8257 -0.14 -0.70 0.32
C 16.7991 -8.2442 14.0797 -0.68 1.69 -0.93
C 16.2693 -6.9525 14.3663 0.85 -1.45 -0.18
C 16.3435 -5.9269 13.4068 -0.09 -1.11 0.91
C 16.8261 -6.2068 12.1489 1.69 -0.59 -0.14
H 17.7832 -9.4396 12.5849 0.03 -0.10 -0.08
H 16.6581 -9.1080 14.7124 0.19 0.25 0.42
H 15.9028 -6.7967 15.3702 -0.25 0.27 -0.06
H 16.0446 -4.9260 13.6809 -0.10 0.05 -0.13
H 17.0465 -5.3605 11.5152 -0.35 -0.20 -0.59
F 7.2554 -5.8854 21.4668 -1.45 -1.35 0.91
C 7.9714 -5.0284 20.8054 1.51 2.04 1.31
C 8.4564 -5.3002 19.6066 0.18 -1.87 -2.87
C 9.2817 -4.4564 18.8868 -0.49 0.92 0.10
C 9.6662 -3.2172 19.4282 -0.77 -1.96 0.14
C 9.2392 -2.9831 20.7516 0.30 0.20 -0.88
C 8.4061 -3.8844 21.4221 0.12 1.24 0.55
H 8.1369 -6.2447 19.1916 0.09 -0.15 -0.37
H 9.4535 -4.7504 17.8619 0.51 0.16 -0.04
H 10.2624 -2.5865 18.7853 0.07 0.45 0.52
H 9.5893 -2.0596 21.1887 -0.25 -0.02 0.47
H 8.0468 -3.7248 22.4280 0.18 0.35 0.16
F 15.7509 0.7264 9.0512 0.99 -0.69 -0.11
C 16.9367 0.1598 8.6975 2.48 -0.66 -2.22
C 18.1385 0.4069 9.3872 -0.05 0.39 -0.01
C 19.4271 0.0283 8.9005 -2.40 -0.80 -0.91
C 19.4737 -0.6724 7.6827 0.52 0.53 0.83
C 18.3114 -1.0039 6.9829 -0.17 1.24 0.17
C 17.0886 -0.5354 7.4244 -1.37 0.96 2.32
H 18.1312 1.0429 10.2601 -0.26 -0.08 0.27
H 20.3095 0.2667 9.4758 0.00 0.10 -0.13
H 20.4542 -0.8314 7.2586 0.00 -0.44 -0.13
H 18.3282 -1.3950 5.9763 0.28 -0.33 0.07
H 16.1916 -0.6220 6.8290 -0.03 -0.23 -0.15
F 11.4798 6.5131 14.4301 -0.28 -0.96 0.19
C 10.8739 5.2895 14.2591 0.32 0.23 -0.35
C 11.6292 4.1306 14.2919 -0.56 -0.77 -0.36
C 11.0328 2.8551 13.9736 0.07 2.73 0.88
C 9.6468 2.8641 13.7274 0.92 -0.47 -0.59
C 8.9157 4.0396 13.7202 0.62 0.17 1.11
C 9.5292 5.2632 14.0105 -1.38 -0.39 -0.13
H 12.6564 4.2956 14.5819 0.26 -0.52 -0.18
H 11.6997 2.0085 14.0440 -0.41 -0.32 -0.23
H 9.0878 1.9827 13.4496 0.28 -0.39 0.22
H 7.8422 3.9221 13.7030 -0.10 0.43 -0.43
H 8.8945 6.1318 14.1059 0.26 0.29 -0.13
F 20.2414 7.2273 9.2360 -0.19 0.27 1.07
C 19.5934 7.6258 10.3827 -0.09 -0.03 0.08
C 20.2831 8.3724 11.3637 -0.13 -0.98 -1.22
C 19.6027 8.8179 12.4821 -0.37 0.12 -0.45
C 18.2411 8.6072 12.5376 -1.96 -0.58 -0.66
C 17.5169 7.9222 11.5237 2.01 -0.42 0.41
C 18.2355 7.2982 10.4837 -0.08 1.68 0.40
H 21.3342 8.5734 11.2185 0.05 0.01 -0.04
H 20.1018 9.4204 13.2267 0.07 -0.14 0.11
H 17.5937 8.9533 13.3298 0.42 0.36 0.36
H 16.4430 7.8304 11.5912 0.00 -0.07 0.03
H 17.6972 6.8038 9.6887 0.27 -0.22 -0.08
F 4.4421 8.3665 9.1515 0.66 0.29 0.71
C 3.3344 8.0187 8.5159 -0.85 -1.12 -0.19
C 2.4166 7.1768 9.1236 0.10 0.10 0.36
C 1.2822 6.7437 8.4326 0.84 0.89 -0.34
C 1.1433 7.1474 7.0946 -0.12 -0.52 0.44
C 2.1024 7.9416 6.4785 -0.52 -0.54 0.53
C 3.1976 8.3672 7.2144 0.20 0.61 -1.73
H 2.7047 6.8753 10.1198 -0.49 -0.18 0.25
H 0.5319 6.1444 8.9268 0.07 -0.16 -0.07
H 0.3226 6.7380 6.5244 -0.17 0.20 -0.09
H 1.9852 8.1653 5.4284 0.18 0.17 -0.02
H 3.9872 8.8963 6.7015 0.09 0.26 0.16
C 5.0600 7.2597 20.0965 -0.03 -0.64 0.10
C 4.7527 7.5052 18.6917 0.24 0.39 0.15
N 4.5647 7.6539 17.5703 -0.11 0.02 -0.04
H 4.8849 6.1922 20.2302 -0.01 -0.04 0.30
H 4.4331 7.8015 20.8046 -0.04 0.09 -0.31
H 6.1091 7.4380 20.3328 -0.06 0.17 -0.21
C 12.9044 12.4684 12.3740 -0.01 0.22 1.39
C 12.7771 11.9464 11.0748 -0.45 -1.92 -5.24
N 12.6939 11.5208 9.9804 0.22 1.21 3.20
H 12.6089 13.5176 12.3729 0.25 -0.01 0.22
H 13.9349 12.3004 12.6866 -0.05 0.37 0.26
H 12.2410 11.9061 13.0310 0.04 0.12 0.18

=====

Entry 3:
43
Properties=species:S:1:pos:R:3:forces:R:3 method="wB97M-V/def2-TZVPD" relative_energy_ev=0.1908 e_lumo_ha=0.0246 e_homo_ev=-8.48 smiles="CCCC(=O)c1cc(CP(=O)(OCC)OCC)oc1C"
C 3.8666 2.9638 1.0094 0.05 -0.07 0.18
C 4.1710 1.9193 2.0762 -0.09 -0.09 -0.12
C 3.4339 0.6083 1.8072 0.15 0.54 0.30
C 1.9462 0.7130 2.0825 0.38 -0.31 -0.16
O 1.4574 1.6603 2.6590 -0.04 0.04 -0.01
C 1.1111 -0.4005 1.6182 -0.45 -0.61 -0.25
C 1.4265 -1.6341 1.0870 0.37 0.79 0.34
O 0.2974 -2.3118 0.8140 0.16 -0.39 -0.15
C -0.7593 -1.5358 1.1532 -0.12 0.95 0.62
C -0.3191 -0.3550 1.6546 -0.06 -0.62 -0.13
H -0.9016 0.4681 2.0115 -0.19 0.17 0.04
C -2.1189 -2.0358 0.8504 -0.13 0.24 -0.86
P -2.6496 -1.3501 -0.7759 0.55 0.16 0.43
O -3.9440 -1.7944 -1.3034 -0.12 -0.12 0.05
O -2.5330 0.2452 -0.6070 0.37 -0.75 -0.17
C -3.6974 1.0159 -0.3358 -0.60 0.41 0.03
C -3.6243 2.3203 -1.1121 0.11 -0.37 0.18
H -4.4780 2.9438 -0.8612 -0.09 0.09 0.01
H -2.7090 2.8489 -0.8593 0.06 0.11 0.01
H -3.6295 2.1255 -2.1812 -0.02 0.00 -0.11
H -3.7366 1.2182 0.7403 0.00 -0.05 -0.07
H -4.5833 0.4392 -0.6219 0.08 0.11 0.08
O -1.3739 -1.7040 -1.6663 -0.31 0.14 0.75
C -1.5450 -1.8174 -3.0745 -0.02 -0.08 -0.81
C -1.6471 -0.4567 -3.7401 0.04 -0.22 0.26
H -2.5569 0.0377 -3.4083 -0.07 0.12 -0.08
H -0.7944 0.1594 -3.4657 0.07 0.09 -0.02
H -1.6765 -0.5727 -4.8205 -0.02 0.01 -0.10
H -2.4495 -2.4010 -3.2769 0.18 -0.02 0.00
H -0.6677 -2.3666 -3.4284 -0.16 0.05 0.05
H -2.8401 -1.7153 1.6019 0.01 -0.02 -0.01
H -2.1261 -3.1220 0.7787 -0.10 -0.04 0.01
C 2.7016 -2.3433 0.8014 -0.17 -0.04 -0.05
H 3.2459 -1.8625 -0.0105 0.05 -0.01 -0.03
H 2.4696 -3.3635 0.5057 0.06 -0.06 -0.01
H 3.3455 -2.3643 1.6784 0.04 -0.03 0.00
H 3.8263 -0.1807 2.4542 -0.01 -0.13 -0.05
H 3.5835 0.2967 0.7728 0.01 -0.12 -0.03
H 5.2460 1.7277 2.1065 -0.02 -0.01 0.06
H 3.8634 2.3012 3.0508 0.08 -0.04 0.02
H 4.4020 3.8870 1.2175 0.02 0.12 -0.06
H 4.1651 2.6074 0.0248 0.03 0.00 -0.12
H 2.8020 3.1809 0.9929 -0.09 0.07 -0.05